Entry 1:
15 unconnected molecules or ions with the total composition C20H43Cl29P in a non-equilibrium geometry, computed with ωB97M-V with the def2-TZVPD basis set.

Results
HOMO-LUMO gap = 7.81 eV
LUMO energy = -0.152 Eh

The geometry in ORCA input format:
```
! wB97M-V def2-TZVPD RIJCOSX def2/J DEFGRID3
* xyz 1 1
C -0.481 3.318 -3.926
C -0.110 2.088 -2.905
C -1.347 1.971 -1.791
C -0.708 2.449 -0.358
C -1.630 2.024 0.946
C -0.815 2.445 2.306
P 0.365 1.110 2.992
Cl 1.832 0.413 1.618
H -0.865 4.254 -3.333
H 0.499 3.577 -4.524
H -1.256 2.911 -4.703
H 0.874 2.426 -2.322
H 0.108 1.067 -3.439
H -1.711 0.846 -1.667
H -2.294 2.598 -2.121
H -0.549 3.612 -0.281
H 0.340 1.938 -0.257
H -2.021 0.921 0.921
H -2.586 2.736 0.901
H -0.293 3.472 2.099
H -1.645 2.618 3.147
H -0.306 -0.024 3.577
H 1.109 1.752 4.085
C -1.024 -3.355 4.314
Cl 0.666 -3.080 3.874
Cl -1.895 -1.826 4.481
H -1.501 -3.953 3.533
H -1.061 -3.892 5.265
C 4.301 -4.855 4.337
Cl 4.456 -5.008 6.091
Cl 4.852 -6.323 3.519
H 3.252 -4.681 4.086
H 4.906 -4.011 3.998
C -2.148 -2.028 -3.233
Cl -0.562 -1.846 -2.474
Cl -2.802 -0.460 -3.724
H -2.050 -2.665 -4.115
H -2.834 -2.491 -2.518
C 3.428 -6.766 0.207
Cl 4.577 -6.069 -0.942
Cl 2.641 -5.505 1.163
H 2.667 -7.323 -0.344
H 3.964 -7.441 0.880
C 0.704 6.743 -3.717
Cl 1.645 5.541 -2.826
Cl 1.678 7.503 -4.982
H -0.156 6.252 -4.178
H 0.361 7.513 -3.022
C -5.716 2.063 -0.099
Cl -4.775 0.860 0.792
Cl -4.741 2.822 -1.364
H -6.576 1.572 -0.560
H -6.059 2.833 0.596
C -4.035 -2.844 -7.120
Cl -4.382 -3.658 -5.590
Cl -2.648 -1.759 -6.963
H -3.815 -3.596 -7.882
H -4.910 -2.261 -7.420
C 2.334 3.030 -7.131
Cl 2.836 4.273 -5.979
Cl 1.038 2.030 -6.463
H 1.975 3.514 -8.043
H 3.191 2.394 -7.364
C -3.349 -3.345 0.480
Cl -3.727 -3.886 2.120
Cl -4.148 -4.362 -0.726
H -3.691 -2.314 0.358
H -2.268 -3.396 0.328
C -4.256 -8.094 -0.440
Cl -4.633 -8.635 1.200
Cl -5.054 -9.111 -1.645
H -4.597 -7.063 -0.562
H -3.175 -8.144 -0.591
C 8.418 -7.275 3.428
Cl 8.573 -7.427 5.183
Cl 8.969 -8.742 2.611
H 7.369 -7.100 3.178
H 9.023 -6.430 3.090
C 4.059 4.287 0.203
Cl 5.592 3.787 -0.521
Cl 3.145 2.889 0.785
H 4.263 4.953 1.045
H 3.465 4.813 -0.548
C 0.846 5.905 3.482
Cl 1.077 5.556 1.765
Cl 2.226 5.348 4.436
H 0.735 6.984 3.613
H -0.056 5.397 3.830
C -1.462 6.741 6.912
Cl -0.202 7.722 6.153
Cl -2.148 5.587 5.762
H -1.028 6.191 7.750
H -2.256 7.398 7.273
*
```

Entry 2:
A molecular structure, C20H43N2OP3ReS in a non-equilibrium geometry, computed with ωB97M-V with the def2-TZVPD basis set.

Results
HOMO-LUMO gap (alpha / beta) = 4.45 / 4.65 eV
LUMO energy (alpha / beta) = -0.556 / -0.556 Eh

The geometry in ORCA input format:
```
! wB97M-V def2-TZVPD RIJCOSX def2/J DEFGRID3
* xyz 4 4
Re -0.127 0.384 -0.441
P 1.465 0.712 1.130
P -0.389 2.599 -0.820
P 1.540 0.048 -2.011
H 0.494 -3.818 2.914
C 1.295 -3.061 2.892
C 1.456 -2.329 4.147
H 0.927 -2.668 5.034
C 1.010 0.865 2.905
C 2.529 2.236 1.042
C 2.806 -0.548 1.243
C -1.851 2.963 -1.867
C -0.738 3.693 0.621
C 0.877 3.587 -1.718
C 1.851 -1.755 -2.134
C 3.240 0.743 -2.008
C 1.031 0.440 -3.735
H 2.209 -3.529 2.484
H 2.301 -1.652 4.251
H 0.947 -0.128 3.370
H 0.059 1.397 3.032
H 1.796 1.433 3.420
H 1.931 3.154 1.021
H 3.188 2.213 0.167
H 3.154 2.252 1.946
H 2.717 -1.102 2.185
H 3.784 -0.051 1.216
H 2.760 -1.266 0.415
H -1.716 2.535 -2.868
H -1.967 4.052 -1.952
H -2.753 2.536 -1.410
H -0.736 4.733 0.267
H 0.009 3.584 1.415
H -1.725 3.455 1.039
H 0.477 4.603 -1.841
H 1.072 3.163 -2.710
H 1.817 3.643 -1.160
H 2.855 -1.920 -2.548
H 1.105 -2.198 -2.806
H 1.775 -2.246 -1.157
H 3.719 0.454 -2.953
H 3.835 0.350 -1.175
H 3.217 1.838 -1.955
H 1.926 0.555 -4.360
H 0.445 1.366 -3.782
H 0.422 -0.383 -4.131
C -2.055 -0.828 -2.513
C -2.911 -0.302 -3.525
C -3.409 -1.153 -4.499
C -3.141 -2.526 -4.454
C -2.376 -3.061 -3.411
C -1.867 -2.238 -2.414
O -1.366 0.010 -1.764
H 0.963 -2.222 2.057
H -3.100 0.771 -3.525
H -4.016 -0.738 -5.304
H -3.541 -3.183 -5.228
H -2.173 -4.131 -3.366
H -1.277 -2.629 -1.581
S -1.996 0.605 1.173
C -2.051 -0.455 2.519
N -1.810 -1.776 2.539
C -1.940 -2.333 3.872
C -2.453 -1.160 4.692
N -2.442 -0.064 3.743
H -1.448 -2.274 1.732
H -0.967 -2.697 4.221
H -2.659 -3.159 3.877
H -1.814 -0.932 5.552
H -3.470 -1.349 5.051
H -2.719 0.890 3.943
*
```

Entry 3:
A molecular structure, C20H43N2OP3Ru in a non-equilibrium geometry, computed with ωB97M-V with the def2-TZVPD basis set.

Results
HOMO-LUMO gap (alpha / beta) = 6.06 / 2.64 eV
LUMO energy (alpha / beta) = -0.478 / -0.620 Eh

The geometry in ORCA input format:
```
! wB97M-V def2-TZVPD RIJCOSX def2/J DEFGRID3
* xyz 4 5
Ru 1.064 0.289 -1.192
P -1.004 1.307 -0.967
P 1.324 -1.385 -2.785
P 2.161 2.087 -0.431
H 0.914 -1.014 3.278
C 0.997 0.031 3.590
C -0.169 0.691 3.637
H -1.067 0.144 3.382
C -2.468 0.309 -0.640
C -1.196 1.868 -2.649
C -1.392 2.748 0.045
C 1.853 -2.985 -2.156
C -0.288 -1.574 -3.547
C 2.576 -0.343 -3.583
C 1.884 3.042 1.092
C 1.834 3.314 -1.700
C 3.969 1.934 -0.351
H 1.922 0.574 3.463
H -0.294 1.780 3.757
H -2.550 0.049 0.426
H -2.494 -0.572 -1.292
H -3.243 1.030 -0.916
H -1.363 0.991 -3.281
H -0.321 2.453 -2.950
H -2.096 2.478 -2.528
H -1.421 2.510 1.118
H -2.405 2.949 -0.324
H -0.746 3.603 -0.169
H 2.684 -3.419 -2.738
H 0.994 -3.667 -2.175
H 2.158 -2.867 -1.103
H -0.258 -2.349 -4.336
H -0.585 -0.585 -3.923
H -0.998 -1.838 -2.736
H 3.125 -0.844 -4.390
H 3.260 0.038 -2.803
H 2.065 0.546 -3.964
H 2.675 3.802 1.192
H 1.884 2.419 1.993
H 0.923 3.555 1.044
H 2.648 4.043 -1.689
H 0.881 3.802 -1.473
H 1.780 2.800 -2.663
H 4.440 2.907 -0.186
H 4.400 1.519 -1.266
H 4.297 1.295 0.474
C 4.169 -1.254 0.532
C 4.819 -2.179 -0.337
C 6.194 -2.273 -0.357
C 6.984 -1.575 0.578
C 6.347 -0.781 1.550
C 4.964 -0.711 1.612
O 2.858 -1.049 0.455
H 2.414 -0.252 -0.615
H 4.183 -2.801 -0.980
H 6.678 -2.852 -1.162
H 8.060 -1.693 0.571
H 6.952 -0.216 2.274
H 4.455 -0.140 2.405
C -2.503 -2.704 2.258
N -1.879 -2.844 0.925
C -2.602 -3.802 0.074
C -0.858 -2.121 0.493
N 0.036 -1.426 0.141
H -3.244 -3.508 2.329
H -3.050 -1.756 2.390
H -1.780 -2.833 3.074
H -3.197 -3.310 -0.710
H -1.928 -4.549 -0.361
H -3.308 -4.323 0.729
*
```

Molar mass list, top to bottom, in g mol⁻¹: 1342.7 638.8 521.6
DFT total energy list, top to bottom, in eV: -393867.6155 -67254.5882 -56863.7949